{
  "formula": "C5H8O2",
  "method": "ωB97M-V/def2-TZVPD",
  "lumo_ev": 0.96,
  "de_lowest_kj_mol": 100.2,
  "gap_ev": 10.7102,
  "homo_ev": -9.753,
  "smiles": "C1O[C@H]2C[C@@H]1CO2",
  "max_force_ha_per_bohr": 0.009,
  "energy_ev": -9408.793,
  "elements": ["C", "O", "C", "C", "C", "C", "O", "H", "H", "H", "H", "H", "H", "H", "H"],
  "coordinates": [[-1.2834, 0.6291, 0.3626], [-0.8612, 1.1614, -0.9034], [0.3532, 0.5003, -1.1745], [0.0060, -0.9596, -0.7758], [-0.2668, -0.4878, 0.6594], [1.1274, 0.1004, 0.9071], [1.3388, 0.9131, -0.2493], [-2.2947, 0.2179, 0.2496], [-1.3034, 1.4306, 1.1076], [0.6882, 0.7755, -2.1751], [0.7996, -1.7131, -0.7848], [-0.8588, -1.3231, -1.3357], [-0.5926, -1.2160, 1.4054], [1.2747, 0.6821, 1.8199], [1.8730, -0.7106, 0.8871]]
}